Formula: C45H39Cl5N8O5TeTl
Source: OMol25
Level of theory: ωB97M-V/def2-TZVPD

The geometry in XYZ format:
```
104
Properties=species:S:1:pos:R:3:lowdin_charge:R:1
Tl -0.099 0.332 2.365 1.0006
Cl 3.202 -0.809 3.544 0.7742
C 2.404 0.319 4.575 -0.6749
C 1.183 0.877 4.213 -0.2285
C 0.657 1.848 5.071 -0.7070
Cl -0.782 2.692 4.652 0.7409
C 1.278 2.188 6.275 -0.7095
Cl 0.573 3.354 7.320 0.6955
C 2.472 1.573 6.630 -0.7078
Cl 3.227 1.956 8.123 0.6994
C 3.054 0.653 5.765 -0.7083
Cl 4.557 -0.068 6.182 0.6917
C 1.967 4.575 -0.991 -0.0979
C 0.664 4.425 -1.444 -0.0823
C -0.248 3.676 -0.717 -0.0449
C 0.138 3.066 0.487 -0.3025
C 1.442 3.258 0.954 -0.0441
C 2.346 3.996 0.215 -0.0818
N -0.739 2.294 1.253 -0.0726
N -1.972 2.243 0.798 0.0385
C -2.872 1.588 1.577 -0.3690
C -4.212 1.540 1.143 -0.0021
C -5.148 0.929 1.937 -0.0577
C -4.755 0.402 3.173 -0.0556
C -3.425 0.476 3.518 -0.1584
N -2.492 1.024 2.735 0.0120
H 2.685 5.141 -1.571 0.1004
H 0.352 4.896 -2.367 0.1030
H -1.276 3.585 -1.040 0.0948
H 1.737 2.800 1.890 0.1026
H 3.357 4.123 0.580 0.1106
H -4.465 1.994 0.195 0.1089
H -6.180 0.862 1.618 0.1091
H -5.469 -0.055 3.843 0.1052
H -3.081 0.090 4.472 0.1089
O -4.218 -4.381 2.052 0.1270
C -3.784 -4.297 3.291 -0.5068
O -4.162 -5.034 4.170 0.0939
C -2.778 -3.236 3.592 -0.0350
C -2.206 -3.113 4.838 0.0157
N -1.336 -2.090 4.770 0.0509
N -1.300 -1.549 3.553 0.0190
C -2.160 -2.223 2.816 -0.1641
C -2.322 -1.853 1.365 -0.5611
O -3.146 -2.484 0.688 0.0535
O -1.574 -0.934 0.909 -0.1813
H -3.857 -3.640 1.480 0.0551
H -2.381 -3.690 5.730 0.1420
H -0.741 -1.731 5.497 0.1669
N 0.349 -3.302 1.504 0.0095
N 0.985 -2.076 1.853 -0.0859
H 1.015 -3.942 1.086 0.0749
H -0.345 -3.100 0.796 0.0503
H 1.606 -1.724 1.131 0.0374
H 1.535 -2.235 2.685 0.0052
C -1.577 1.869 -7.564 -0.0430
C -1.237 1.415 -6.171 -0.2577
C -0.019 0.823 -5.878 -0.0126
C 0.319 0.387 -4.600 -0.2567
C 1.656 -0.290 -4.456 -0.0432
C -0.612 0.578 -3.560 -0.2808
Te -0.287 0.082 -1.503 1.9152
N 1.603 0.627 -1.489 -0.1698
C 2.241 0.568 -0.350 -0.6248
O 1.806 0.346 0.833 -0.1991
C 3.732 0.705 -0.506 -0.1499
C 4.575 -0.088 0.263 -0.0371
C 5.946 -0.055 0.058 -0.0771
C 6.484 0.789 -0.903 -0.0897
C 5.646 1.598 -1.659 -0.0766
C 4.274 1.549 -1.471 -0.0380
C 0.138 -1.980 -1.818 -0.3479
C 1.413 -2.472 -1.578 -0.1393
C 1.676 -3.825 -1.732 -0.0856
C 0.658 -4.681 -2.122 -0.0684
C -0.617 -4.187 -2.348 -0.0307
C -0.905 -2.835 -2.191 -0.2897
C -2.299 -2.320 -2.423 -0.0546
C -1.863 1.157 -3.843 -0.3033
C -2.964 1.351 -2.824 -0.0820
C -2.152 1.559 -5.141 -0.0202
H -0.749 1.697 -8.249 0.0749
H -1.817 2.934 -7.571 0.0839
H -2.451 1.332 -7.936 0.0843
H 0.704 0.679 -6.673 0.1168
H 2.005 -0.625 -5.433 0.0811
H 1.599 -1.147 -3.792 0.0531
H 2.392 0.394 -4.040 0.0756
H 4.149 -0.739 1.013 0.0648
H 6.595 -0.693 0.645 0.1029
H 7.554 0.816 -1.059 0.1008
H 6.066 2.260 -2.406 0.1024
H 3.606 2.162 -2.063 0.1057
H 2.210 -1.794 -1.300 0.0966
H 2.675 -4.202 -1.552 0.1094
H 0.857 -5.738 -2.244 0.1075
H -1.411 -4.862 -2.644 0.1181
H -3.029 -3.119 -2.316 0.0907
H -2.390 -1.890 -3.423 0.0896
H -2.547 -1.549 -1.688 0.0430
H -2.613 1.295 -1.795 -0.0003
H -3.737 0.591 -2.960 0.0903
H -3.436 2.322 -2.967 0.0871
H -3.124 1.996 -5.348 0.1260
```

The expectation value of S² is 0.768. The calculation puts the energy above the lowest of the compared OMol25 structures with the same formula, charge and spin at 5.4 kcal/mol. For the HOMO energy (spin up / spin down), the calculation gives -6.69 / -8.23 eV. The spin multiplicity is 2.